(1)
The following is a quantum chemistry calculation of C31H77Be2N7NaO16 as an isolated structure, from the Open Molecules 2025 dataset.

Each line ends with the Mulliken charge.
Cartesian coordinates (Å):
Be -0.92 -2.13 2.38  0.914
Be -1.32 -0.09 -0.80  1.479
Na -2.83 1.12 2.75  0.721
C -0.06 0.67 1.76  0.569
O -0.73 1.47 1.03  -0.490
O 0.36 -0.29 1.10  -0.590
O -0.27 0.56 2.98  -0.729
C -1.88 -3.69 -0.06  0.002
O -1.20 -2.63 -0.14  -0.222
O -2.63 -4.04 -0.99  -0.773
O -2.02 -4.14 1.11  -0.941
C -3.96 -1.21 1.40  0.422
O -4.95 -1.77 0.90  -0.792
O -3.54 -1.40 2.51  -0.836
O -3.25 -0.40 0.84  -0.249
C 1.32 -3.34 -3.03  -1.256
C 1.07 -1.80 -3.06  1.926
C 1.64 -1.00 -4.28  -1.289
O 1.94 0.31 -3.80  0.191
C 2.67 1.13 -4.67  -1.205
N -0.34 -1.63 -2.87  0.396
H 2.30 -3.65 -3.40  0.412
H 0.48 -3.90 -3.44  0.388
H 1.46 -3.78 -2.04  0.065
H 1.53 -1.32 -2.19  -1.280
H 0.83 -0.90 -5.00  0.405
H 2.49 -1.45 -4.80  0.478
H 2.00 1.41 -5.48  0.311
H 3.57 0.60 -4.98  0.320
H 2.83 1.98 -4.00  0.293
H -0.79 -2.04 -3.67  0.116
H -0.64 -2.27 -2.14  -0.321
C -3.55 -1.80 -4.45  -1.366
C -4.32 -1.64 -3.17  0.523
C -5.17 -2.87 -2.90  -0.766
O -6.18 -3.19 -3.91  -0.454
C -7.16 -2.27 -4.08  -0.713
N -3.33 -1.32 -2.18  0.553
H -4.21 -1.67 -5.31  0.483
H -3.02 -2.74 -4.58  0.243
H -2.88 -0.95 -4.51  0.134
H -5.02 -0.80 -3.19  0.574
H -5.64 -2.86 -1.92  0.471
H -4.50 -3.72 -2.79  0.252
H -7.95 -2.83 -4.59  0.286
H -6.81 -1.47 -4.73  0.238
H -7.68 -1.88 -3.21  0.310
H -2.75 -2.15 -2.21  -0.479
H -3.84 -1.40 -1.31  -0.310
C 1.38 5.29 1.23  -1.588
C 2.28 4.13 0.77  0.377
C 2.94 3.28 1.87  0.754
O 3.88 4.15 2.45  -0.429
C 4.78 3.49 3.28  -0.539
N 1.48 3.28 -0.09  -0.160
H 0.78 5.67 0.41  0.411
H 2.00 5.99 1.80  0.399
H 0.60 4.93 1.89  0.202
H 3.01 4.54 0.08  0.398
H 3.41 2.38 1.48  -0.256
H 2.14 2.99 2.55  -0.020
H 5.37 2.70 2.83  0.174
H 4.16 3.14 4.11  0.187
H 5.60 4.17 3.53  0.315
H 0.76 2.86 0.47  -0.250
H 2.15 2.53 -0.07  -0.074
C -1.83 5.35 4.54  -1.640
C -0.96 4.05 4.25  1.025
C -0.95 3.07 5.57  -0.581
O 0.03 3.47 6.51  -0.439
C 1.33 3.07 6.21  -0.671
N -1.59 3.51 3.01  -0.284
H -1.28 5.97 5.25  0.362
H -2.75 4.96 4.99  0.368
H -2.21 5.99 3.74  0.425
H 0.09 4.34 4.15  -0.220
H -0.70 2.05 5.27  0.349
H -1.91 3.13 6.07  0.311
H 1.34 1.99 6.12  0.322
H 1.84 3.23 7.16  0.346
H 1.86 3.55 5.39  0.191
H -0.93 3.07 2.38  -0.190
H -1.99 4.27 2.48  0.282
C -0.88 -6.33 4.74  -1.643
C -0.31 -5.05 4.15  0.665
C 0.73 -5.09 2.95  -0.930
O 1.09 -3.82 2.29  -0.150
C 1.86 -3.99 1.11  -0.703
N -1.45 -4.20 3.95  -0.434
H 0.00 -6.85 5.12  0.422
H -1.27 -7.05 4.02  0.346
H -1.66 -6.08 5.47  0.457
H 0.16 -4.56 5.00  0.202
H 0.41 -5.80 2.18  0.432
H 1.60 -5.53 3.44  0.395
H 2.01 -3.01 0.65  -0.085
H 1.39 -4.72 0.45  0.390
H 2.79 -4.51 1.34  0.470
H -2.26 -4.65 4.34  0.278
H -1.80 -4.35 3.01  0.222
C -1.20 1.76 -4.11  -1.011
C -0.73 2.53 -2.82  0.369
C -1.89 2.99 -1.92  -0.995
O -2.77 1.90 -1.73  0.421
C -4.10 2.36 -1.57  -1.138
N 0.18 1.67 -2.03  0.966
H -1.86 0.93 -3.87  -0.245
H -0.40 1.28 -4.67  0.076
H -1.84 2.37 -4.75  0.580
H -0.15 3.42 -3.06  0.613
H -2.33 3.88 -2.36  0.667
H -1.39 3.21 -0.98  0.038
H -4.54 1.52 -1.04  0.143
H -4.46 2.41 -2.60  0.321
H -4.34 3.27 -1.01  0.325
H 0.94 1.24 -2.53  -0.735
H 0.75 2.41 -1.63  0.452
C 5.15 1.12 -0.37  -1.743
C 4.04 0.37 -1.10  0.736
C 4.37 -1.15 -1.25  -0.118
O 5.60 -1.15 -1.88  -0.387
C 6.15 -2.49 -2.03  -0.874
N 2.79 0.73 -0.47  0.824
H 5.04 2.18 -0.61  0.283
H 6.18 0.82 -0.58  0.471
H 5.06 1.07 0.71  0.304
H 4.22 0.79 -2.09  -0.315
H 3.65 -1.73 -1.84  -0.008
H 4.42 -1.64 -0.28  0.437
H 7.20 -2.25 -2.17  0.317
H 5.77 -3.17 -2.80  0.264
H 6.10 -3.07 -1.10  0.352
H 2.03 0.13 -0.77  -1.406
H 2.67 0.53 0.51  0.413

Computed properties:
multiplicity: 1
charge: -1
LUMO energy: 1.619 eV


(2)
The following is a quantum chemistry calculation of H16O13SV as an isolated structure, from the Open Molecules 2025 dataset.

Each line ends with the Mulliken charge.
Cartesian coordinates (Å):
O -0.09 -0.26 0.76  -0.248
V 0.36 0.54 -0.55  0.793
S 1.24 2.79 -2.81  1.107
O 0.88 1.66 -1.94  -0.308
O 0.63 3.96 -2.28  -0.723
O 2.67 2.89 -2.79  -0.705
O 0.74 2.54 -4.09  -0.647
O 1.15 2.02 0.84  -0.305
H 0.78 2.80 1.26  0.254
H 1.96 2.06 1.35  0.234
O -1.47 -2.88 0.62  -0.596
H -1.47 -3.48 1.30  0.343
H -1.90 -2.09 0.97  0.323
O -2.80 -0.66 1.45  -0.622
H -3.53 -0.60 0.83  0.269
H -2.84 0.10 2.01  0.280
O -0.30 -0.96 -1.77  -0.462
H -1.26 -0.86 -1.95  0.329
H -0.23 -1.91 -1.50  0.345
O 0.11 -1.14 2.81  -0.776
H -0.08 -0.32 3.30  0.263
H 0.04 -0.81 1.92  0.486
O 1.42 -3.19 1.30  -0.618
H 1.02 -3.31 0.46  0.295
H 0.80 -2.58 1.64  0.338
O 2.20 -0.45 -0.40  -0.369
H 3.02 -0.04 -0.04  0.256
H 2.55 -0.99 -1.11  0.301
O -1.55 1.49 -0.54  -0.368
H -2.47 1.30 -0.29  0.240
H -1.59 2.42 -0.78  0.292

Computed properties:
multiplicity: 2
charge: 0
energy relative to the best compared isomer or geometry (same formula, charge and spin): 45.4 kJ/mol
LUMO energy (alpha / beta): -1.336 / -1.303 eV


(3)
The following is a quantum chemistry calculation of C14H25Al2Cl2CsF3Li2NO14S as an isolated structure, from the Open Molecules 2025 dataset.

Each line ends with the Mulliken charge.
Cartesian coordinates (Å):
C -0.34 -0.50 -2.71  -0.350
C -0.91 -1.78 -1.82  0.432
O -1.97 -2.45 -2.36  -0.568
O -0.39 -2.19 -0.50  -0.183
C 1.00 -2.66 -0.59  -0.384
Al 2.16 -2.09 1.03  0.235
C 1.16 -2.04 2.81  -0.405
O 0.30 -0.87 3.02  -0.048
N -0.83 -1.33 3.64  0.020
O -1.70 -1.14 2.77  -0.204
C 3.10 -0.34 0.50  -0.326
O 2.97 0.75 1.47  -0.439
C 1.81 1.62 1.22  0.604
C 1.33 2.25 -0.21  -0.495
O 1.08 1.98 2.31  -0.509
H -0.50 -0.74 -3.87  0.075
H 0.80 -0.30 -2.55  0.430
H -0.97 0.47 -2.48  0.247
H 1.11 -3.84 -0.68  0.172
H 1.55 -2.20 -1.54  0.203
H 3.29 -3.25 1.17  -0.571
H 1.92 -2.23 3.69  0.310
H 0.43 -2.99 2.82  0.284
H 2.78 -0.09 -0.60  0.205
H 4.26 -0.60 0.44  0.330
H 0.22 2.66 -0.09  0.240
H 1.29 1.47 -1.10  0.081
H 1.98 3.20 -0.52  0.296
Al -0.04 -0.19 -0.49  -0.177
C 6.11 4.17 1.48  -0.343
C 5.67 3.40 0.26  -0.313
O 5.25 2.09 0.63  -0.339
H 6.94 3.65 1.98  -0.424
H 6.44 5.18 1.21  0.362
H 5.30 4.25 2.21  0.409
H 6.49 3.30 -0.46  0.298
H 4.83 3.90 -0.24  0.207
H 4.52 2.19 1.26  0.250
Cl 8.28 2.34 2.71  -0.206
C -2.57 2.59 3.59  0.578
F -1.81 3.19 4.56  -0.215
F -1.72 1.74 2.92  -0.219
F -3.46 1.78 4.26  -0.226
S -3.41 3.82 2.46  1.129
O -2.32 4.59 1.84  -0.619
O -4.26 4.64 3.33  -0.668
O -4.17 3.01 1.50  -0.752
Li 0.88 -0.23 -5.18  0.400
Cl 6.74 3.87 4.29  -0.116
Cs -6.38 3.57 0.75  0.982
C -6.40 3.53 -5.18  0.789
O -7.30 3.73 -5.98  -0.492
O -5.34 2.94 -5.43  -0.419
O -6.39 3.91 -4.00  -0.436
Li 3.60 -4.53 0.08  0.846
C -4.75 -6.06 -3.11  -1.022
C -3.94 -6.24 -1.85  0.820
O -3.33 -7.29 -1.63  -0.580
C -3.91 -5.10 -0.88  -0.732
H -4.68 -6.96 -3.72  0.290
H -5.79 -5.88 -2.86  0.312
H -4.35 -5.22 -3.69  0.279
H -4.92 -4.88 -0.52  0.335
H -3.47 -4.21 -1.35  0.084
H -3.29 -5.37 -0.02  0.250

Computed properties:
multiplicity: 1
charge: 0
energy relative to the best compared isomer or geometry (same formula, charge and spin): 719.0 kJ/mol
LUMO energy: -4.101 eV


(4)
The following is a quantum chemistry calculation of C22H34As2BiN2O13PS2 as an isolated structure, from the Open Molecules 2025 dataset.

Each line ends with the Mulliken charge.
Cartesian coordinates (Å):
Bi 0.99 -17.54 -9.61  1.140
N 2.79 -15.96 -11.23  -0.507
C 2.02 -14.68 -11.27  -0.374
C 1.31 -14.35 -9.91  0.474
O 1.37 -13.15 -9.52  -0.744
N 0.58 -15.32 -9.30  0.089
C 0.05 -15.04 -8.01  -0.207
C 0.75 -15.99 -6.99  0.796
O 0.87 -15.70 -5.80  -0.714
O 1.25 -17.11 -7.48  -0.628
H 3.73 -15.90 -10.96  0.213
H 2.71 -16.36 -12.13  0.186
H 1.21 -14.75 -12.02  0.030
H 2.59 -13.77 -11.46  0.408
H -1.04 -15.24 -7.96  -0.366
H 0.25 -14.06 -7.66  0.452
C -0.31 -19.18 -4.58  -1.037
C -1.46 -18.89 -5.50  -0.014
O -1.58 -19.92 -6.46  -0.276
P -0.87 -20.01 -7.85  0.434
S 1.06 -20.39 -7.77  -0.427
S -1.49 -18.42 -8.99  0.027
O -1.58 -21.36 -8.41  -0.465
C -3.06 -21.55 -8.25  0.115
C -3.33 -22.67 -7.28  -1.208
H -0.30 -18.35 -3.84  0.390
H 0.57 -19.06 -5.24  0.220
H -0.39 -20.17 -4.10  0.295
H -1.23 -17.96 -6.04  -0.014
H -2.47 -18.79 -4.94  0.264
H -3.37 -21.89 -9.28  0.248
H -3.56 -20.61 -7.93  0.206
H -2.89 -23.59 -7.66  0.322
H -4.45 -22.75 -7.25  0.330
H -2.93 -22.47 -6.28  0.279
C -4.79 -16.26 -8.68  -0.308
O -4.77 -17.66 -8.97  -0.353
C -4.74 -18.28 -10.20  -0.019
O -4.84 -19.46 -10.19  -0.581
C -4.42 -17.48 -11.44  0.569
C -5.05 -17.68 -12.59  0.025
As -4.49 -16.84 -14.31  -0.194
C -4.73 -18.42 -15.51  -1.135
C -2.54 -16.74 -14.18  0.169
C -1.95 -16.85 -12.91  0.896
As -2.80 -16.26 -11.27  0.660
C -3.76 -14.69 -11.92  -1.211
C -0.64 -17.38 -12.77  -0.639
O 0.09 -17.35 -11.74  -0.318
O -0.30 -18.23 -13.77  -0.243
C 1.06 -18.53 -13.92  -0.863
C -1.80 -16.37 -15.33  0.147
O -0.65 -15.96 -15.30  -0.688
O -2.55 -16.58 -16.47  -0.270
C -1.88 -16.36 -17.66  -0.864
C -6.20 -18.62 -12.84  0.234
O -6.14 -19.76 -13.24  -0.556
O -7.43 -18.08 -12.51  -0.381
C -7.51 -16.79 -11.94  -0.394
H -5.45 -16.20 -7.80  0.286
H -5.20 -15.66 -9.50  0.216
H -3.79 -15.95 -8.33  -0.033
H -5.82 -18.66 -15.64  0.373
H -4.21 -19.33 -15.08  0.306
H -4.23 -18.17 -16.40  0.431
H -4.42 -14.81 -12.77  0.436
H -3.06 -13.91 -12.06  0.473
H -4.38 -14.38 -11.05  0.390
H 1.21 -19.38 -14.57  0.305
H 1.46 -18.93 -13.01  0.257
H 1.61 -17.67 -14.21  0.319
H -2.64 -16.30 -18.43  0.232
H -1.20 -17.12 -17.93  0.346
H -1.32 -15.42 -17.58  0.331
H -8.60 -16.65 -11.85  0.308
H -7.08 -16.03 -12.56  0.286
H -7.11 -16.75 -10.91  0.115

Computed properties:
multiplicity: 2
charge: -1
LUMO energy (alpha / beta): 2.165 / 1.758 eV


These records have electronic energy values of -81798.30470 -63399.13577 -103240.51385 -211442.28176 eV, in the order they appear.
These records have max |F| values of 10.932 7.000 9.178 2.420 eV/A, in the order they appear.